DFT (the ωB97M-V functional and the def2-TZVPD basis) results for one molecule with the formula C22H29FN2O4S at a distorted geometry.

Structure (ORCA input):
```
! RIJCOSX wB97M-V def2-TZVPD def2/J DEFGRID3
* xyz 0 1
C -0.51735 0.83445 5.67605
O 0.40848 -0.15971 5.32342
C 0.32308 -0.70242 4.07157
C -0.59619 -0.34154 3.10363
C -0.58947 -0.95268 1.85649
C 0.34102 -1.92880 1.55163
C 0.35184 -2.58103 0.19868
C 1.70502 -2.51535 -0.54498
N 2.22253 -1.22065 -0.92902
C 2.86003 -0.47254 0.13055
C 1.38175 -0.45343 -1.82797
C 2.20373 0.17212 -2.96617
C 1.25679 0.80001 -3.98746
C 0.33073 1.81138 -3.30949
N -0.34197 1.25327 -2.15518
S -1.70677 0.36273 -2.49934
O -1.71938 -0.11203 -3.85484
O -1.94055 -0.58471 -1.45151
C -2.95494 1.65200 -2.38766
C -3.76654 1.94598 -3.46691
C -4.72756 2.93858 -3.36326
C -4.87615 3.63511 -2.17414
C -4.06801 3.34925 -1.08591
C -3.11153 2.35584 -1.20816
F -2.31824 2.07953 -0.16100
C 0.55497 0.66985 -1.17954
C 1.25068 -2.31680 2.53607
C 1.25982 -1.71811 3.78146
O 2.12043 -2.03081 4.79580
C 3.07335 -3.03623 4.57182
H -0.27330 1.11341 6.70019
H -0.43080 1.71612 5.03123
H -1.54657 0.46070 5.63915
H -1.33262 0.42029 3.30306
H -1.33026 -0.66693 1.12419
H -0.42862 -2.13386 -0.41886
H 0.11288 -3.64259 0.31564
H 2.47750 -2.99407 0.06210
H 1.60070 -3.10067 -1.46539
H 2.17354 -0.12597 0.91303
H 3.36860 0.38871 -0.30070
H 3.61364 -1.10867 0.59511
H 0.66644 -1.14780 -2.28394
H 2.81478 -0.59820 -3.43770
H 2.87358 0.93388 -2.56141
H 1.82044 1.29885 -4.77809
H 0.63885 0.02291 -4.43982
H -0.44347 2.14553 -4.00256
H 0.89939 2.68268 -2.96677
H -3.62483 1.37945 -4.37380
H -5.36041 3.16651 -4.20664
H -5.62604 4.40675 -2.09000
H -4.16892 3.88042 -0.15272
H -0.05591 0.29276 -0.36307
H 1.19934 1.46865 -0.80334
H 1.95567 -3.10092 2.30959
H 3.64033 -3.11561 5.49830
H 3.75448 -2.77444 3.75418
H 2.60198 -4.00114 4.35441
*
```

## Properties
HOMO level: -0.2795 hartree
SMILES string: COc1ccc(CCN(C)[C@@H]2CCCN(S(=O)(=O)c3ccccc3F)C2)cc1OC
HOMO-LUMO gap: 0.3047 hartree
strongest force on any atom: 0.020 hartree/bohr
E_LUMO: 0.69 eV
E_tot: -1764.19576 Eh

Results of the Löwdin charge analysis, in e, for atoms 1 through 6: atom 1 (C): -0.09, atom 2 (O): -0.07, atom 3 (C): -0.20, atom 4 (C): -0.01, atom 5 (C): -0.05, atom 6 (C): -0.24

DFT (the ωB97M-V functional and the def2-TZVPD basis) results for C33H28BrCsF15Ge2N3O3S2 as an isolated structure at a distorted geometry.

Structure (ORCA input):
```
! RIJCOSX wB97M-V def2-TZVPD def2/J DEFGRID3
* xyz -2 1
Cs -0.17590 0.63854 -0.26626
C -2.31668 -2.43825 -2.43192
C -2.65593 -0.96954 -2.24319
C -3.96930 -0.60181 -2.91048
O -2.76139 -0.67634 -0.82563
C -1.48457 -0.04447 -2.72827
O -1.79154 1.07772 -3.15406
O -0.32161 -0.48713 -2.51666
H -3.12773 -3.06627 -2.04372
H -1.38785 -2.67848 -1.91733
H -2.19313 -2.66415 -3.49142
H -4.78432 -1.20102 -2.49222
H -3.91551 -0.78328 -3.98436
H -4.17007 0.45475 -2.75452
H -3.15570 -1.44623 -0.39707
C 4.09309 4.11163 2.34757
C 3.16526 2.98703 2.70114
C 2.65276 2.81809 3.97518
C 1.73098 1.81538 4.23356
C 1.39232 0.99685 3.17225
Br 0.09226 -0.38235 3.42126
N 1.87941 1.11610 1.96338
C 2.72338 2.11623 1.70869
H 4.47360 4.60800 3.24073
H 3.56194 4.84835 1.74234
H 4.94053 3.75468 1.76249
H 2.95546 3.48845 4.77162
H 1.28478 1.67862 5.20654
H 3.07160 2.20942 0.68922
N 3.78274 -2.21475 0.19957
C 3.81131 -1.27694 -0.76245
N 2.65986 -1.08950 -1.41914
S 5.20573 -0.38610 -1.09425
H 2.90029 -2.64592 0.46439
H 4.59403 -2.29028 0.78747
H 1.88704 -1.73137 -1.29562
H 2.63135 -0.45296 -2.19707
C -1.43891 3.55117 2.88498
Ge -1.26716 4.20967 1.00811
C -1.72303 6.14734 1.24466
C -2.85748 3.46722 0.07711
C 0.40874 3.78852 0.24542
H -2.33773 3.93072 3.37622
H -0.56666 3.86886 3.46024
H -1.46625 2.46040 2.90839
H -2.64706 6.27778 1.81243
H -1.83651 6.62782 0.27198
H -0.91768 6.65724 1.77652
H -3.74413 3.81402 0.61332
H -2.89832 2.37643 0.02669
H -2.89817 3.83781 -0.94692
H 1.13132 4.59899 0.39270
H 0.37436 3.51685 -0.81981
F -1.55914 -3.62026 2.82198
C -1.47114 -4.93291 3.04783
C -0.70046 -5.75594 2.24402
C -0.69488 -7.10257 2.57107
F 0.00738 -7.96803 1.81044
C -1.39608 -7.62974 3.63780
F -1.36271 -8.94360 3.91858
C -2.15140 -6.77649 4.42476
F -2.84601 -7.26039 5.47117
C -2.19339 -5.42783 4.12792
F -2.93494 -4.61031 4.89322
Ge 0.45024 -5.16046 0.72081
S 0.56487 -3.11450 0.28491
C -0.18992 -6.13839 -0.88840
C 0.58116 -6.04837 -2.03632
F 1.78989 -5.46633 -1.98059
C 0.17578 -6.56078 -3.25415
F 0.95789 -6.47529 -4.34021
C -1.05833 -7.18299 -3.34720
F -1.47125 -7.69275 -4.52237
C -1.86051 -7.28371 -2.22561
F -3.06231 -7.88379 -2.31611
C -1.41418 -6.76103 -1.02185
F -2.24736 -6.88016 0.03488
C 2.16103 -6.03662 1.30329
C 2.77141 -7.12977 0.70912
F 2.19385 -7.77274 -0.31730
C 3.98402 -7.63795 1.14268
F 4.54678 -8.69995 0.53993
C 4.62166 -7.05128 2.21941
F 5.79694 -7.53982 2.65557
C 4.03700 -5.97156 2.85581
F 4.64769 -5.41554 3.91500
C 2.82252 -5.49096 2.39353
F 2.27774 -4.46662 3.06646
*
```

## Properties
HOMO level: -0.0345 hartree
HOMO-LUMO gap: 0.1587 hartree
strongest force on any atom: 0.040 hartree/bohr
E_LUMO: 3.38 eV
E_tot: -10706.72251 Eh

Results of the Löwdin charge analysis, in e, for atoms 1 through 6: atom 1 (Cs): 1.16, atom 2 (C): -0.04, atom 3 (C): -0.54, atom 4 (C): -0.04, atom 5 (O): -0.13, atom 6 (C): -0.80

DFT (the ωB97M-V functional and the def2-TZVPD basis) results for one molecule with the formula C2H4N2O2S at a distorted geometry.

Structure (ORCA input):
```
! RIJCOSX wB97M-V def2-TZVPD def2/J DEFGRID3
* xyz 0 1
O 3.21164 -0.10866 -0.02835
N 1.90942 0.34702 0.01624
C 1.02569 -0.55797 0.07542
C -0.37664 -0.17768 -0.03224
S -1.62902 -1.24770 -0.01964
N -0.61753 1.12069 0.00100
O -1.90098 1.63889 0.02869
H 3.77953 0.71493 -0.16882
H 1.31682 -1.59886 0.22585
H 0.08093 1.83371 -0.02824
H -2.53588 0.91147 -0.09706
*
```

## Properties
HOMO level: -0.3296 hartree
SMILES string: O/N=C/C(=S)NO
HOMO-LUMO gap: 0.3199 hartree
strongest force on any atom: 0.041 hartree/bohr
E_LUMO: -0.27 eV
E_tot: -736.67141 Eh

Results of the Löwdin charge analysis, in e, for atoms 1 through 6: atom 1 (O): -0.05, atom 2 (N): -0.02, atom 3 (C): -0.16, atom 4 (C): -0.81, atom 5 (S): 0.69, atom 6 (N): -0.06

DFT (the ωB97M-V functional and the def2-TZVPD basis) results for an isolated ion of composition C3H5O2S2 and charge -1 at a distorted geometry.

Structure (ORCA input):
```
! RIJCOSX wB97M-V def2-TZVPD def2/J DEFGRID3
* xyz -1 1
C 0.29126 0.41010 -0.78690
C -0.01447 -0.28172 0.53704
S 0.15589 -2.08233 0.33810
S 0.92940 0.38693 1.90505
C -1.76688 0.00817 0.70811
O -1.98065 0.96168 1.43562
O -2.43320 -0.78464 0.07473
H 1.27696 0.16190 -1.18134
H 0.21914 1.48992 -0.65509
H -0.45809 0.10130 -1.51818
H -1.15178 -2.16846 0.04068
H -0.14327 1.05994 2.34269
*
```

## Properties
HOMO level: -0.1598 hartree
SMILES string: CC(S)(S)C(=O)[O-]
HOMO-LUMO gap: 0.2856 hartree
strongest force on any atom: 0.059 hartree/bohr
E_LUMO: 3.42 eV
E_tot: -1064.23530 Eh

Results of the Löwdin charge analysis, in e, for atoms 1 through 6: atom 1 (C): -0.22, atom 2 (C): -1.10, atom 3 (S): 0.64, atom 4 (S): 0.65, atom 5 (C): -0.74, atom 6 (O): -0.06

DFT (the ωB97M-V functional and the def2-TZVPD basis) results for one molecule with the formula C3H6N2OS at a distorted geometry.

Structure (ORCA input):
```
! RIJCOSX wB97M-V def2-TZVPD def2/J DEFGRID3
* xyz 0 1
C -0.40181 0.65087 -0.03031
C 1.00855 -1.40480 0.25489
C -1.71521 1.33262 -0.02111
N 0.72158 1.08777 0.20037
N -0.28655 -1.09306 -0.18029
O 2.83361 0.05693 -0.94678
S 2.17261 0.14501 0.34818
H 0.68658 -1.74241 1.29645
H 1.54002 -2.26556 -0.16232
H -2.09388 2.03381 -0.76673
H -1.51120 1.92376 0.84984
H -2.39074 0.53490 0.33204
H -0.56356 -1.25983 -1.17422
*
```

## Properties
HOMO level: -0.3287 hartree
HOMO-LUMO gap: 0.3572 hartree
strongest force on any atom: 0.096 hartree/bohr
E_LUMO: 0.77 eV
E_tot: -700.74176 Eh

Results of the Löwdin charge analysis, in e, for atoms 1 through 6: atom 1 (C): -0.32, atom 2 (C): -0.39, atom 3 (C): -0.02, atom 4 (N): -0.14, atom 5 (N): -0.06, atom 6 (O): -0.53

DFT (the ωB97M-V functional and the def2-TZVPD basis) results for one molecule with the formula C5H8O2 at a distorted geometry.

Structure (ORCA input):
```
! RIJCOSX wB97M-V def2-TZVPD def2/J DEFGRID3
* xyz 0 1
C 1.62428 -0.69060 0.35566
C 0.52316 0.33534 0.39512
C -0.76964 -0.50453 0.36759
O -0.88218 -1.52950 -0.58308
C -1.46660 0.80765 -0.23112
O -0.88223 0.84707 -1.55362
C -0.14311 1.40741 -0.47508
H 2.58858 -0.37682 0.75950
H 1.71421 -1.16576 -0.62359
H 1.15645 -1.45219 1.05993
H 0.55517 0.83489 1.37737
H -0.63157 -1.12630 1.31976
H -1.06157 -1.10653 -1.43771
H -2.45399 1.26293 -0.17557
H 0.12904 2.45694 -0.55515
*
```

## Properties
HOMO level: -0.3449 hartree
SMILES string: C[C@@H]1[C@H](O)[C@@H]2O[C@H]12
HOMO-LUMO gap: 0.3803 hartree
strongest force on any atom: 0.049 hartree/bohr
E_LUMO: 0.96 eV
E_tot: -345.66489 Eh

Results of the Löwdin charge analysis, in e, for atoms 1 through 6: atom 1 (C): -0.05, atom 2 (C): -0.28, atom 3 (C): -0.28, atom 4 (O): -0.03, atom 5 (C): -0.11, atom 6 (O): -0.02